one.
This record from OMol25 describes one molecule with the formula C3HFO3. The level of theory is ωB97M-V/def2-TZVPD.

Its SMILES is O=C1OC(=O)C1F.

Structure (ORCA input):
```
! RIJCOSX wB97M-V def2-TZVPD def2/J DEFGRID3
* xyz 0 1
O -2.060 -0.730 0.758
C -1.091 -0.403 0.191
O -0.841 -0.146 -1.127
C 0.453 0.367 -0.923
O 1.141 0.926 -1.692
C 0.509 -0.028 0.557
F 0.785 0.932 1.461
H 1.104 -0.917 0.776
*
```

two.
This record from OMol25 describes a 2-piece molecular cluster, C3HFO3 overall. The level of theory is ωB97M-V/def2-TZVPD.

Its SMILES is O=C=CF.O=C=O.

Structure (ORCA input):
```
! RIJCOSX wB97M-V def2-TZVPD def2/J DEFGRID3
* xyz 0 1
O 2.040 1.150 0.220
C 1.119 0.571 0.574
C 0.101 -0.286 0.746
F -0.987 0.205 1.410
H 0.264 -1.251 0.871
O -1.608 0.636 -0.891
C -0.775 -0.119 -1.170
O -0.155 -0.906 -1.760
*
```

Stability verdict: one, ahead by 1.153 eV